This record from the OMol25 dataset describes C29H34N6SSi2W as an isolated structure. The level of theory is the ωB97M-V functional and the def2-TZVPD basis.

```
73
Properties=species:S:1:pos:R:3:forces:R:3
W -0.047 -0.766 -0.046 0.0 -0.3 0.6
S -0.849 -1.360 4.381 0.1 -0.1 -0.1
Si 2.906 -1.953 -1.353 0.0 0.2 -0.1
Si -3.328 -1.428 -0.760 -0.1 -0.1 -0.1
N -0.368 3.271 -0.961 0.0 -0.1 0.0
N -0.021 9.839 0.642 0.0 0.0 0.0
N -0.321 1.082 -0.818 0.1 0.0 0.1
N -0.138 -0.926 1.969 0.0 0.0 0.0
N 1.159 -2.173 -0.563 0.1 0.3 -0.1
N -1.427 -1.928 -0.409 -0.1 -0.2 0.0
C -3.406 0.378 -0.313 0.0 -0.1 0.2
C 0.344 -5.759 -0.351 0.0 0.1 0.0
C -0.669 2.772 -2.222 -0.1 0.0 0.0
C 2.991 -3.106 -2.789 0.0 0.1 0.1
C -3.463 -1.784 -2.566 0.0 0.0 0.1
C 0.630 -0.479 4.129 -0.1 0.0 0.0
C 1.509 0.036 5.081 0.0 0.1 0.1
C -4.376 -2.420 0.404 0.0 0.1 0.0
C -0.160 2.260 -0.144 0.1 0.1 -0.1
C 2.000 0.341 2.307 0.0 0.0 0.0
C -1.058 -5.657 -0.406 0.0 0.1 0.0
C 1.128 -4.626 -0.350 0.0 -0.1 0.1
C -0.093 8.729 0.363 0.0 0.0 0.0
C 4.114 -2.172 0.036 -0.1 0.0 -0.1
C -0.650 1.429 -2.136 0.1 -0.1 -0.2
C -1.069 -1.515 2.742 -0.1 0.1 0.0
C 0.500 -3.368 -0.395 0.1 -0.1 -0.1
C -1.704 -4.416 -0.411 0.0 -0.1 0.2
C 2.548 -0.173 -1.830 0.0 -0.2 0.0
C -0.304 4.676 -0.619 0.0 0.2 0.1
C 0.454 6.872 -1.138 0.0 0.0 0.0
C 0.868 -0.327 2.766 0.1 0.0 -0.1
C 0.389 5.530 -1.465 0.0 -0.1 0.0
C -0.941 5.118 0.531 0.0 -0.1 0.0
C 2.870 0.858 3.249 0.0 0.0 0.0
C -0.169 7.337 0.021 0.0 0.0 0.0
C -0.932 -3.277 -0.369 -0.3 0.2 -0.3
C -0.868 6.462 0.853 0.0 0.0 0.0
C 2.625 0.708 4.621 0.0 0.0 0.0
H -1.365 6.843 1.734 0.0 0.0 0.0
H 3.717 -2.747 0.875 0.0 0.0 0.0
H 2.229 0.442 1.245 0.0 0.0 0.0
H -0.846 0.693 -2.900 0.0 0.0 0.0
H 2.208 -4.695 -0.319 0.0 0.0 0.0
H 3.813 -2.764 -3.429 0.0 0.0 0.0
H -1.913 -2.040 2.318 0.0 0.0 0.0
H 3.224 -4.135 -2.514 0.0 0.0 0.0
H 0.126 2.368 0.892 0.0 0.0 0.0
H 4.459 -1.211 0.423 0.0 0.0 0.0
H -2.711 -1.265 -3.163 0.0 0.0 0.0
H -5.378 -1.983 0.301 0.0 0.0 0.0
H 4.995 -2.705 -0.330 0.0 0.0 0.0
H 1.324 -0.081 6.141 0.0 0.0 0.0
H -4.440 -1.440 -2.920 0.0 0.0 0.0
H 3.763 1.380 2.929 0.0 0.0 0.0
H 2.091 -3.096 -3.406 0.0 0.0 0.0
H 0.889 5.164 -2.353 0.0 0.0 0.0
H 0.804 -6.739 -0.340 0.0 0.0 0.0
H 2.277 0.429 -0.949 0.1 0.1 0.0
H -1.523 4.443 1.147 0.0 0.0 0.0
H 3.390 0.348 -2.291 0.1 -0.1 0.1
H -3.039 1.058 -1.079 0.0 0.0 0.0
H -4.486 0.558 -0.221 0.0 0.1 0.0
H -2.780 -4.369 -0.463 0.0 0.0 0.0
H -1.651 -6.561 -0.467 0.0 0.0 0.0
H -2.994 0.670 0.662 0.0 -0.1 -0.1
H -3.406 -2.851 -2.789 0.0 0.0 0.0
H -4.493 -3.478 0.183 0.0 0.0 0.0
H -0.893 3.425 -3.050 0.0 0.0 0.0
H 3.327 1.124 5.332 0.0 0.0 0.0
H 1.736 -0.136 -2.566 0.0 0.0 0.0
H -4.119 -2.301 1.459 0.0 0.0 0.0
H 0.991 7.563 -1.774 0.0 0.0 0.0
```
Forces are in eV/Å.

## Properties
Molar mass (g mol⁻¹): 738.71
Energy above the lowest of the compared OMol25 structures with the same formula, charge and spin (kJ/mol): 0.0
Calculated total energy (eV): -67942.8277
Kohn-Sham gap (alpha / beta) (hartree): 0.132 / 0.161
Net charge: +4



This record from the OMol25 dataset describes C58H42NO3P2RuS as an isolated structure at a distorted geometry. The level of theory is the ωB97M-V functional and the def2-TZVPD basis.

```
108
Properties=species:S:1:pos:R:3:forces:R:3
Ru -0.719 -0.547 -0.812 -1.9 -0.1 0.6
S -0.407 0.019 1.561 -0.2 0.3 1.3
P -1.311 1.814 -0.989 -0.1 0.3 -0.5
P 1.650 -0.708 -0.743 1.3 0.3 0.2
O -2.732 -0.402 -0.581 0.8 0.5 0.0
O -4.657 -1.456 -0.193 0.2 0.2 0.0
O -0.693 -1.450 1.471 0.0 -0.4 -0.6
N -1.411 -2.697 -0.864 0.2 0.1 -0.1
C -1.818 0.770 2.317 0.5 0.0 -0.2
C -5.277 2.445 4.142 -0.1 0.0 0.0
C -3.101 0.210 -4.890 0.0 0.0 0.0
C 5.071 -1.783 4.158 0.1 -0.1 0.1
C -2.194 0.253 3.541 0.1 0.0 0.1
C 0.899 -6.193 -0.815 0.0 0.0 0.0
C -3.691 2.213 2.384 0.1 -0.1 0.0
C 4.154 0.566 -1.012 0.0 0.0 0.1
C -1.285 -5.084 -0.607 -0.3 0.4 0.0
C 2.116 -0.737 2.125 0.2 -0.1 0.1
C 2.083 -1.765 -2.137 -0.2 0.0 -0.2
C 2.383 -3.362 -4.462 0.0 -0.1 0.0
C 0.781 -3.711 -1.089 0.0 0.2 -0.1
C 3.439 -2.192 0.705 -0.2 0.1 0.0
C 3.124 3.096 -0.500 0.0 0.0 0.0
C 4.221 -1.806 2.918 0.0 0.0 -0.2
C 1.104 -2.887 -2.383 0.1 -0.1 0.1
C -0.255 3.864 -2.606 0.0 0.0 0.0
C -2.600 1.742 1.623 -0.2 0.1 0.0
C -4.387 3.805 0.739 -0.2 0.1 0.2
C 4.340 -0.816 5.125 0.1 0.0 0.0
C 0.371 5.477 -0.425 0.0 0.0 0.0
C -2.671 -5.126 -0.373 0.2 -0.1 0.0
C 2.098 0.474 4.741 0.1 0.0 0.1
C -4.057 1.719 3.654 0.2 -0.1 -0.1
C 3.106 -0.963 3.096 -0.1 0.1 0.0
C -1.245 0.705 -3.454 -0.1 0.2 0.0
C 1.034 0.063 2.605 -0.3 0.3 -0.5
C -3.463 1.462 -2.859 -0.1 -0.1 0.0
C 4.362 -2.467 1.728 0.1 0.0 0.2
C 2.354 -1.342 0.850 0.0 -0.3 -0.3
C -4.573 3.229 1.966 0.1 0.0 -0.2
C -3.950 0.887 -4.025 0.0 0.0 0.0
C -3.476 -1.465 -0.438 -0.3 -0.9 0.0
C 3.114 -0.370 4.377 -0.2 0.0 0.0
C 1.516 -5.010 -1.061 0.0 0.0 0.0
C -1.744 0.128 -4.614 0.0 0.0 0.0
C -5.591 3.485 3.040 -0.1 0.1 0.0
C -0.697 -3.826 -0.866 -0.1 -0.3 -0.1
C 1.462 -3.748 -3.551 0.0 0.1 0.0
C 3.095 -2.148 -4.302 0.0 0.0 -0.2
C -0.178 4.224 -0.221 0.0 0.0 0.0
C 2.941 -1.383 -3.143 0.0 0.1 0.3
C 2.780 0.729 -0.822 -0.4 0.1 0.0
C 4.990 1.669 -0.991 0.1 -0.1 0.0
C -3.350 3.317 -0.068 0.2 -0.2 0.0
C -3.389 -3.956 -0.360 0.1 0.2 0.0
C -0.482 -6.253 -0.577 0.1 -0.3 0.0
C 0.299 5.121 -2.802 0.0 0.1 -0.1
C 0.610 5.928 -1.719 0.0 0.0 0.0
C -3.325 0.708 4.226 -0.1 0.1 0.0
C 4.477 2.936 -0.747 -0.1 0.1 0.0
C -0.505 3.416 -1.313 0.2 -0.2 0.1
C 1.041 0.674 3.835 -0.1 0.0 0.0
C 2.284 1.993 -0.537 0.1 -0.2 0.0
C -2.487 2.301 0.313 0.1 -0.1 -0.1
C -2.111 1.372 -2.567 0.3 -0.1 0.0
C -2.724 -2.761 -0.590 -0.2 0.0 0.1
H 2.580 -4.971 -1.261 0.0 0.0 0.0
H 2.590 -3.980 -5.326 0.0 0.0 0.0
H -0.375 3.880 0.788 0.0 0.0 0.0
H -5.088 2.911 5.109 0.0 0.0 0.0
H -4.447 -3.905 -0.146 0.0 -0.1 0.0
H 5.180 -3.152 1.548 0.0 0.0 0.0
H -3.495 -0.250 -5.787 0.0 0.0 0.0
H 1.235 2.104 -0.330 0.0 0.1 0.0
H -1.592 -0.537 3.977 0.0 0.0 0.0
H 0.200 1.287 4.133 0.0 0.0 0.0
H 0.153 -2.388 -2.660 0.0 -0.1 0.0
H 6.050 1.536 -1.161 0.0 0.0 0.0
H 4.961 0.045 5.378 0.0 0.0 0.0
H 3.786 -1.824 -5.067 0.0 0.0 0.0
H 2.071 0.955 5.710 0.0 0.0 0.0
H 1.139 -3.115 -0.237 0.0 -0.1 0.0
H 3.529 -0.482 -3.039 0.0 0.0 -0.1
H -3.602 0.271 5.176 0.0 0.0 0.0
H 2.716 4.073 -0.282 0.0 0.0 0.0
H 0.475 5.477 -3.809 0.0 0.0 0.0
H 6.078 -1.436 3.924 0.0 0.0 0.0
H 1.034 6.910 -1.879 0.0 0.0 0.0
H 1.473 -7.110 -0.805 0.0 0.0 0.0
H -6.606 3.383 2.654 0.0 0.0 0.0
H 5.176 -2.783 4.581 0.0 0.0 0.0
H -4.146 1.936 -2.168 0.0 0.0 0.0
H -5.006 0.957 -4.250 0.0 0.0 0.0
H -3.218 3.763 -1.047 0.0 0.0 0.0
H 5.135 3.794 -0.734 0.0 0.0 0.0
H 0.602 6.107 0.424 0.0 0.0 0.0
H -3.152 -6.078 -0.187 0.0 0.0 0.0
H 4.075 -1.298 6.066 0.0 0.0 0.0
H -1.076 -0.373 -5.303 0.0 0.0 0.0
H 3.603 -2.642 -0.268 0.1 0.0 0.0
H -0.170 0.718 -3.275 0.0 -0.1 0.0
H -0.511 3.250 -3.461 0.0 0.1 0.0
H -5.504 4.507 3.413 0.0 0.0 0.0
H 4.577 -0.420 -1.156 0.0 0.0 0.0
H -0.959 -7.200 -0.362 0.0 0.0 0.0
H -5.021 4.605 0.381 0.0 0.0 0.0
H 0.910 -4.671 -3.674 0.0 0.0 0.0
H -6.104 1.747 4.282 0.0 0.0 0.0
```
Forces are in eV/Å.

## Properties
2S+1: 6
Molar mass (g mol⁻¹): 996.06
Calculated total energy (eV): -100440.1134
Kohn-Sham gap (alpha / beta) (hartree): 0.222 / 0.219
Net charge: +2



This record from the OMol25 dataset describes a 7-piece molecular cluster, C27H32Br6O9S overall at a distorted geometry. The level of theory is the ωB97M-V functional and the def2-TZVPD basis.

```
75
Properties=species:S:1:pos:R:3:forces:R:3
Br 4.633 -0.135 0.141 -0.1 0.0 -0.1
Br -1.895 0.441 -5.537 -0.1 0.1 0.0
Br 0.680 -3.385 -5.468 0.2 0.0 -0.1
Br -5.407 5.899 2.138 0.0 0.1 0.0
Br 7.070 -2.471 1.132 0.2 -0.2 0.0
Br -1.836 3.156 3.039 0.0 0.0 0.1
S -0.730 -1.102 -0.915 1.1 0.9 -0.3
O -4.362 -1.843 -4.204 -0.1 0.2 -0.2
O 6.176 -1.930 6.976 0.1 0.0 0.2
O -5.662 -3.911 0.527 -0.2 -0.1 0.1
O 2.243 -1.502 3.429 0.3 -0.2 -0.2
O -1.568 -1.575 0.135 -0.4 -0.5 0.3
O -1.086 6.193 -2.183 -0.1 0.1 0.0
O 2.084 2.473 -0.129 0.1 -0.3 0.0
O 0.334 -0.085 -0.337 -0.2 0.0 0.0
O -0.033 -2.014 -1.768 -0.2 -0.4 0.0
C 0.904 -0.328 0.994 -0.2 0.9 0.1
C 5.628 -2.797 -0.107 -0.8 0.0 0.1
C -1.630 0.041 -1.887 -1.1 -0.2 0.1
C -0.926 4.146 -0.997 -0.1 0.7 0.3
C 3.159 -1.638 4.214 -0.3 0.2 0.6
C -0.119 3.250 -0.452 -0.3 -0.8 0.0
C 5.535 -1.953 4.707 0.1 -0.5 -0.6
C -4.847 -1.450 -1.916 -0.4 0.3 0.0
C -5.142 -1.989 -0.744 -0.3 0.0 0.4
C -4.972 -3.741 -2.952 0.0 0.5 -0.6
C -5.224 -4.284 -1.770 -0.4 -0.4 -0.1
C -5.387 -3.449 -0.553 0.6 0.3 -0.2
C -3.713 5.265 2.842 -0.1 -0.7 -0.1
C 3.882 -1.570 6.569 -0.4 0.2 0.3
C 1.339 3.219 -0.717 0.0 0.7 0.1
C -4.732 -2.278 -3.138 0.5 -0.4 0.5
C -3.536 3.829 2.413 -0.6 -0.4 -0.5
C 1.850 4.270 -1.641 0.3 -0.3 0.0
C -0.147 -1.723 -4.938 -0.7 0.3 0.5
C -0.383 5.302 -1.768 0.2 -0.3 0.0
C 5.339 -1.591 -0.943 0.3 0.7 -0.3
C 1.086 5.281 -2.023 -0.4 0.3 -0.3
C 2.896 -1.515 5.683 0.1 -0.1 -0.5
C 0.039 0.318 2.046 -1.4 -0.8 1.0
C -0.945 -1.148 -6.090 0.8 -0.3 -0.2
C 5.289 -1.814 6.165 0.0 0.0 -0.2
C 4.556 -1.906 3.811 -0.4 0.0 -0.1
H 1.043 -1.392 1.148 0.1 0.0 0.0
H -5.243 -1.327 0.108 0.0 -0.3 0.2
H -5.394 -5.352 -1.694 0.1 0.1 0.3
H 2.886 4.213 -1.953 0.1 -0.1 0.3
H 4.612 -1.792 -1.726 -0.2 -0.1 0.1
H -1.635 -1.882 -6.493 -0.3 0.1 0.1
H -3.784 5.305 3.922 0.1 0.3 0.0
H -2.352 0.482 -1.199 0.2 0.4 0.0
H -4.329 3.174 2.770 0.2 0.1 0.5
H -4.905 -4.304 -3.876 0.0 -0.2 0.1
H 1.839 0.215 0.940 0.3 -0.4 -0.1
H -3.583 3.689 1.333 0.4 0.3 0.0
H -4.750 -0.371 -1.938 0.2 -0.1 -0.5
H 1.479 6.101 -2.613 -0.1 0.0 0.0
H -1.013 0.770 -2.396 0.2 0.0 0.0
H 4.739 -2.104 2.764 0.0 0.2 0.0
H -1.024 0.135 1.850 0.1 0.1 -0.4
H -0.788 -1.967 -4.094 0.0 -0.1 -0.1
H 5.837 -3.672 -0.716 0.3 0.0 0.0
H 0.143 1.381 2.236 0.5 0.1 -0.4
H 0.126 -0.187 3.015 0.5 0.1 -0.2
H 0.600 -1.038 -4.548 0.2 -0.1 -0.3
H 1.863 -1.361 5.964 0.0 0.1 0.0
H 4.737 -3.007 0.484 0.1 -0.2 0.1
H 6.509 -2.230 4.318 0.2 0.2 0.5
H 3.651 -1.418 7.617 0.3 -0.1 0.1
H -2.235 -0.530 -2.593 0.3 0.0 -0.2
H 6.223 -1.165 -1.410 0.1 -0.2 0.0
H -1.980 4.160 -0.747 0.0 0.1 -0.2
H -2.912 5.870 2.437 -0.1 0.3 0.1
H -0.530 2.474 0.187 0.3 0.0 0.0
H -0.269 -0.828 -6.879 -0.1 0.0 -0.1
```
Forces are in eV/Å.

## Properties
Molar mass (g mol⁻¹): 1012.04
Calculated total energy (eV): -478031.8095
Kohn-Sham gap (hartree): 0.317
Net charge: 0
Structure (SMILES): O=C1C=CC(=O)C=C1.O=C1C=CC(=O)C=C1.O=C1C=CC(=O)C=C1.CCOS(C)(=O)=O.BrCCBr.BrCCBr.BrCCBr



Among the records above, which one has the lowest net charge? C27H32Br6O9S



The highest molar mass belongs to which entry? C27H32Br6O9S



net charge of number 2 (C58H42NO3P2RuS)? +2



Among the records above, which one has the lowest calculated total energy? C27H32Br6O9S